No. 1
{
  "formula": "C4H6MgO2",
  "method": "ωB97M-V with the def2-TZVPD basis set",
  "symbols": ["C", "C", "H", "H", "O", "H", "H", "H", "C", "O", "C", "Mg", "H"],
  "coordinates": [[2.296, -0.282, 0.283], [-0.633, -0.189, 0.754], [-0.670, 1.905, 0.309], [-0.552, -0.155, 1.855], [-1.632, 0.856, -1.202], [1.265, -0.849, -1.188], [-2.231, 1.215, 0.750], [1.754, 0.630, 0.658], [-0.037, -1.128, -0.021], [2.154, -0.326, -1.021], [-1.322, 1.017, 0.136], [-1.272, -0.948, -1.841], [0.880, -1.746, 0.529]],
  "lowdin_spin": [0.01, 0.01, 0.00, 0.00, 0.10, 0.01, 0.00, 0.00, 0.09, 0.01, 0.01, 0.75, 0.00],
  "multiplicity": 2,
  "fmax_ha_per_bohr": 0.0549,
  "energy_ev": -13779.6972,
  "gap_ev": [5.359, 7.059],
  "charge": -1
}

No. 2
{
  "formula": "C4H6N2",
  "method": "ωB97M-V with the def2-TZVPD basis set",
  "symbols": ["H", "H", "C", "C", "H", "N", "C", "H", "H", "N", "C", "H"],
  "coordinates": [[-2.207, 1.044, 1.136], [-1.249, 0.045, -1.387], [0.736, -0.607, 0.588], [-1.531, 0.287, 1.405], [2.404, -1.112, -1.503], [0.923, -0.295, -0.749], [-0.382, 0.408, -0.855], [-0.029, 1.439, -1.233], [1.555, -0.941, 1.243], [1.754, -0.437, -1.732], [-0.509, 0.081, 0.579], [-1.466, 0.089, 2.507]],
  "nbo_charge": [0.20, 0.23, -0.14, -0.47, 0.32, 0.01, -0.25, 0.22, 0.22, -0.51, -0.03, 0.20],
  "e_above_lowest_kj_mol": 429.4,
  "fmax_ha_per_bohr": 0.0668,
  "energy_ev": -7221.1407,
  "gap_ev": [8.203, 8.204],
  "charge": 0
}

No. 3
{
  "formula": "C4H6N2",
  "method": "ωB97M-V with the def2-TZVPD basis set",
  "symbols": ["C", "C", "H", "H", "N", "C", "H", "C", "N", "H", "H", "H"],
  "coordinates": [[-1.409, 0.182, -2.335], [0.413, -0.845, -0.341], [-0.207, 1.942, 1.102], [0.613, -2.240, -2.052], [-0.231, 0.250, -0.019], [0.163, 0.918, 1.149], [1.350, -1.117, 0.059], [0.110, -1.472, -1.572], [-0.830, -0.873, -2.217], [-2.418, 0.540, -2.438], [1.335, 0.891, 1.264], [-0.206, 0.451, 2.008]],
  "nbo_charge": [0.15, 0.05, 0.20, 0.21, -0.47, -0.42, 0.17, -0.19, -0.27, 0.21, 0.15, 0.20],
  "e_above_lowest_kj_mol": 381.8,
  "fmax_ha_per_bohr": 0.0666,
  "energy_ev": -7221.6339,
  "gap_ev": [8.344, 8.344],
  "charge": 0
}